Entry from the OMol25 dataset: a cluster of 4 separate species, C26H37IO13S3 in total (wB97M-V/def2-TZVPD).

Structure (ORCA input):
```
! RIJCOSX wB97M-V def2-TZVPD def2/J DEFGRID3
* xyz 0 1
C -6.71219 -0.64659 3.77263
C -6.43575 -1.27361 2.31213
O -7.33205 -0.75950 1.28260
C -4.93558 -0.81742 1.88138
O -4.40708 -1.68750 0.80366
C -2.98275 -1.70783 1.05620
C -2.24598 -0.31727 0.95634
C -0.71547 -0.29281 1.26742
C 0.05853 -1.60400 1.64860
C -0.69523 -2.95803 1.71189
C -2.23219 -3.03609 1.40748
C 0.18767 -4.24480 2.09982
O -0.41071 -5.29396 2.47004
C 1.79104 -4.12098 2.01700
C 2.62861 -5.44420 2.01438
C 4.20022 -5.42242 1.93552
C 4.92493 -4.06106 1.81215
C 4.10370 -2.71868 1.80988
I 5.25447 -0.89165 1.62261
C 2.53647 -2.72668 1.93482
C 1.62935 -1.42896 1.98790
O 2.00002 -0.27001 2.30682
H -7.82223 -0.68725 4.07602
H -6.32597 0.44585 3.75667
H -6.05187 -1.21971 4.51896
H -6.42145 -2.41684 2.30655
H -7.59312 0.14350 1.58892
H -4.21726 -0.98009 2.77423
H -4.86934 0.29445 1.62239
H -2.81840 0.64039 0.70367
H -0.15119 0.70854 1.21900
H -2.80859 -4.02341 1.43605
H 2.16137 -6.48736 2.08769
H 4.83314 -6.37379 1.96547
H 6.07359 -3.98517 1.74853
C -4.46428 -3.18613 -6.18091
C -3.83881 -2.34034 -5.08598
O -4.71501 -2.18788 -3.96830
S -4.96083 -3.46685 -3.00803
C -5.84141 -2.63395 -1.71601
O -3.69281 -3.91422 -2.48968
O -5.87551 -4.37145 -3.65561
H -4.63287 -4.21026 -5.84275
H -3.81550 -3.22983 -7.05840
H -5.43538 -2.77849 -6.47276
H -2.87929 -2.75665 -4.76442
H -3.64092 -1.33916 -5.47732
H -5.18038 -1.92180 -1.22712
H -6.16830 -3.39053 -1.00130
H -6.71079 -2.13485 -2.14333
C 3.42786 1.89747 -4.62236
C 3.39881 2.99493 -3.57340
O 2.66300 2.60087 -2.41434
S 3.32255 1.50457 -1.42407
C 2.15487 1.63808 -0.10384
O 4.59831 1.99620 -0.96417
O 3.18094 0.19665 -2.00933
H 3.96518 1.01849 -4.26129
H 3.92683 2.24014 -5.53145
H 2.41291 1.57644 -4.86953
H 4.41147 3.30326 -3.29581
H 2.89709 3.87262 -3.98874
H 2.22064 2.63134 0.34013
H 2.41106 0.88084 0.63649
H 1.15591 1.44597 -0.49476
C 4.41854 8.03434 2.53940
C 4.46433 7.37679 1.17158
O 5.19057 6.14691 1.19870
S 4.50951 4.87125 1.92341
C 5.67880 3.64546 1.40524
O 3.24135 4.59671 1.29438
O 4.62918 5.02241 3.35009
H 3.86509 7.42286 3.25456
H 3.92776 9.00860 2.48737
H 5.42828 8.16218 2.93734
H 3.45665 7.21609 0.77635
H 4.98231 8.03976 0.47391
H 5.62974 3.53068 0.32405
H 5.40787 2.70679 1.89260
H 6.67593 3.94860 1.72401
*
```

As for the frontier orbital gap: 7.363 eV. As for the energy relative to the best compared isomer or geometry (same formula, charge and spin): 672.51 kJ/mol.

Here are the Mulliken charges for atoms 1 to 6, given in e: -1.19 0.15 -0.52 -0.68 -0.13 0.29